{"formula": "C47H93F3N9O31P2", "method": "ωB97M-V/def2-TZVPD", "max_force_ha_per_bohr": 0.0433, "charge": -1, "e_homo_ev": -6.45, "lumo_energy_ev": 1.4, "symbols": ["C", "O", "O", "C", "F", "F", "F", "C", "C", "H", "H", "H", "H", "H", "H", "C", "N", "O", "O", "H", "H", "H", "C", "N", "O", "O", "H", "H", "H", "C", "N", "O", "O", "H", "H", "H", "C", "C", "C", "O", "C", "O", "O", "H", "H", "H", "H", "H", "H", "C", "C", "C", "O", "C", "O", "O", "H", "H", "H", "H", "H", "H", "C", "C", "C", "O", "C", "O", "O", "H", "H", "H", "H", "H", "H", "C", "C", "C", "O", "C", "O", "O", "H", "H", "H", "H", "H", "H", "C", "C", "C", "O", "C", "O", "O", "H", "H", "H", "H", "H", "H", "C", "C", "C", "O", "C", "O", "O", "H", "H", "H", "H", "H", "H", "C", "C", "C", "O", "C", "O", "O", "H", "H", "H", "H", "H", "H", "O", "P", "N", "C", "C", "N", "C", "C", "N", "C", "C", "H", "H", "H", "H", "H", "H", "H", "H", "H", "H", "H", "H", "H", "H", "H", "H", "H", "H", "O", "P", "N", "C", "C", "N", "C", "C", "N", "C", "C", "H", "H", "H", "H", "H", "H", "H", "H", "H", "H", "H", "H", "H", "H", "H", "H", "H", "H"], "xyz": [[-0.45249, 0.12673, -2.18611], [-0.93382, 0.03432, -0.83829], [-0.34574, 1.35568, -2.59186], [0.82560, -0.69776, -2.30202], [1.86861, -0.20573, -1.57277], [0.69926, -1.97777, -1.83870], [1.27191, -0.80976, -3.57431], [-1.94645, -0.96618, -0.63793], [-2.11175, -1.07459, 0.86611], [-2.44499, -0.12801, 1.29376], [-2.83132, -1.84586, 1.14478], [-1.17410, -1.27894, 1.38437], [-1.61529, -1.93593, -1.01151], [-2.85792, -0.60139, -1.12393], [-1.19205, -0.36673, -2.86520], [-0.64860, 0.77814, -5.91788], [-1.49058, 0.22613, -7.00281], [-0.96730, 0.05759, -8.08520], [-2.65043, -0.01144, -6.73293], [-1.33667, 1.32499, -5.27915], [0.10003, 1.46508, -6.28763], [-0.23528, -0.00739, -5.29364], [-1.86770, -3.62957, -3.43904], [-2.38982, -4.75027, -2.61056], [-2.35691, -4.60191, -1.40530], [-2.68248, -5.77527, -3.16740], [-2.42888, -3.71440, -4.36447], [-0.81703, -3.80093, -3.65532], [-2.01680, -2.70513, -2.90178], [1.52904, -1.12762, 1.76620], [1.57487, -2.16165, 2.83281], [1.64117, -3.32345, 2.51628], [1.45332, -1.76596, 3.97556], [1.04431, -0.26388, 2.19753], [1.04542, -1.54392, 0.89052], [2.56548, -0.87611, 1.54533], [2.07576, 4.86096, -6.02320], [1.05644, 5.34124, -5.01525], [1.13317, 4.69439, -3.62687], [1.14169, 5.78741, -2.68814], [1.35942, 6.94780, -3.34360], [1.42269, 8.03530, -2.87369], [1.45268, 6.71487, -4.68328], [1.76917, 3.91459, -6.47647], [3.03415, 4.68872, -5.53238], [2.18568, 5.58989, -6.82283], [0.04332, 5.42333, -5.40593], [2.00617, 4.06725, -3.48590], [0.22763, 4.14306, -3.41264], [2.88514, -3.60370, -4.02821], [3.84276, -4.75855, -4.14104], [4.05835, -5.25760, -5.60041], [5.47764, -5.36768, -5.73581], [6.08584, -4.96603, -4.59627], [7.24862, -4.98356, -4.40322], [5.18065, -4.46794, -3.72011], [2.85052, -3.27091, -2.98727], [1.89216, -4.02660, -4.18537], [3.17293, -2.75436, -4.63965], [3.45371, -5.62335, -3.59497], [3.70854, -4.50830, -6.31636], [3.54581, -6.19484, -5.80226], [0.45274, 2.32187, 1.10644], [-0.66409, 3.10231, 0.45431], [-2.04468, 2.50985, 0.63559], [-2.89925, 3.65325, 0.82562], [-2.11852, 4.69464, 1.25585], [-2.54636, 5.67340, 1.77299], [-0.81245, 4.40768, 1.09981], [1.23535, 2.99050, 1.44992], [0.88770, 1.58599, 0.43366], [0.03114, 1.79280, 1.96685], [-0.40588, 3.39957, -0.55903], [-2.13976, 1.85231, 1.50376], [-2.38335, 1.95880, -0.23971], [-6.03757, 3.19063, 3.98617], [-5.27163, 2.52804, 2.86771], [-5.31353, 1.00262, 2.75211], [-5.48376, 0.77841, 1.35479], [-5.71284, 1.94772, 0.71579], [-5.89673, 2.07297, -0.45464], [-5.85925, 2.93019, 1.61973], [-5.47835, 3.10939, 4.91915], [-6.98887, 2.67046, 4.15048], [-6.30414, 4.22277, 3.78129], [-4.25572, 2.93350, 2.87292], [-6.18606, 0.57947, 3.26072], [-4.45823, 0.47754, 3.17286], [5.40784, 0.36640, -4.23377], [4.78785, 1.71342, -4.54310], [3.92003, 2.20196, -3.38937], [4.39025, 3.54081, -3.15534], [5.57823, 3.70654, -3.76836], [6.25469, 4.65229, -3.64670], [5.86188, 2.66131, -4.56131], [5.70872, 0.22897, -3.19766], [6.25487, 0.16058, -4.89150], [4.70488, -0.43845, -4.47320], [4.23149, 1.67569, -5.47829], [3.91557, 1.59729, -2.48188], [2.84881, 2.20157, -3.62829], [-5.39255, -2.91449, 0.13747], [-6.19618, -2.58216, -1.09730], [-5.78137, -1.22474, -1.71647], [-5.17197, -1.58704, -2.96920], [-5.27594, -2.90668, -3.18325], [-4.94289, -3.50706, -4.15143], [-5.85526, -3.51684, -2.12086], [-4.33538, -2.99918, -0.10597], [-5.70624, -3.88665, 0.54314], [-5.60818, -2.30796, 1.02054], [-7.26638, -2.60325, -0.90333], [-5.03024, -0.64467, -1.19094], [-6.68357, -0.63731, -1.88032], [-3.17183, 3.99804, -2.60149], [-3.44741, 3.18600, -3.83457], [-3.91931, 1.74958, -3.53537], [-5.02582, 1.59333, -4.42276], [-5.42985, 2.78557, -4.89960], [-6.41765, 2.95951, -5.53830], [-4.52546, 3.75751, -4.59894], [-2.41281, 3.56729, -1.95016], [-4.04466, 4.23471, -1.99733], [-2.70008, 4.91715, -2.96209], [-2.60052, 3.13530, -4.52260], [-4.19015, 1.66839, -2.47941], [-3.13090, 1.03689, -3.76827], [5.29898, 4.29675, 2.29384], [5.33345, 2.82847, 2.38043], [6.81123, 2.20696, 2.83405], [7.31047, 0.90935, 2.44840], [7.49934, 2.79131, 3.95804], [4.95213, 2.06481, 0.96042], [5.89078, 2.05253, -0.16959], [3.55358, 1.79254, 0.69551], [4.24095, 2.26687, 3.49776], [4.04116, 0.86045, 3.77486], [3.54583, 3.19753, 4.38747], [8.40499, 0.89729, 2.33196], [6.86695, 0.63088, 1.50198], [7.19437, 0.14277, 3.23194], [8.48155, 3.14225, 3.63523], [7.56353, 2.07465, 4.78056], [6.96560, 3.67366, 4.31186], [5.78168, 2.91257, -0.84581], [6.89152, 2.11097, 0.24874], [5.69829, 1.17295, -0.78860], [3.11905, 2.69128, 0.23210], [3.32958, 0.93779, 0.05034], [2.95941, 1.65687, 1.59563], [3.06084, 0.54713, 3.37949], [4.81371, 0.23802, 3.33240], [3.93812, 0.67654, 4.84856], [4.19736, 3.42882, 5.24126], [2.67370, 2.70130, 4.81551], [3.30044, 4.11061, 3.85572], [-3.53539, -5.74835, 5.72301], [-2.51096, -4.73714, 6.02097], [-1.00861, -5.37964, 6.34112], [-0.89544, -6.79151, 6.67845], [0.16539, -4.56648, 6.61834], [-2.99082, -3.77467, 7.30416], [-3.81355, -4.44671, 8.29597], [-2.18894, -2.72451, 7.87895], [-2.18757, -3.67413, 4.80414], [-2.84562, -2.38600, 4.62094], [-1.36366, -4.09505, 3.67772], [-1.00836, -6.91811, 7.76252], [0.08879, -7.16252, 6.38137], [-1.65384, -7.35473, 6.14248], [-0.03360, -3.50581, 6.51468], [0.95526, -4.83829, 5.91072], [0.50155, -4.74632, 7.64763], [-3.23402, -4.53932, 9.23416], [-4.64813, -3.83705, 8.67513], [-4.18953, -5.39923, 7.94766], [-1.71867, -2.12477, 7.10131], [-2.79529, -2.03085, 8.46043], [-1.41092, -3.18981, 8.49183], [-2.47663, -1.88279, 3.72973], [-3.92180, -2.52867, 4.47281], [-2.66018, -1.75365, 5.48839], [-0.76703, -3.26427, 3.30928], [-1.96749, -4.49246, 2.85181], [-0.68735, -4.89384, 3.98022]], "atomic_forces_ev_per_a": [[-1.354, 1.061, -1.413], [-0.020, -0.908, 0.456], [0.931, 0.817, 0.031], [1.094, -0.458, 0.793], [-0.268, 0.234, -0.305], [-0.268, 0.009, -0.245], [-0.193, 0.109, 0.135], [0.955, 0.664, 0.765], [-0.380, 0.158, 0.379], [-0.238, -0.027, -0.131], [0.009, 0.001, -0.041], [0.107, -0.255, -0.315], [-0.219, 0.021, -0.231], [-0.102, -0.384, -0.079], [-0.092, -0.987, 0.303], [-0.646, 0.648, 0.969], [0.153, 0.028, -0.028], [-0.020, -0.119, -0.172], [0.185, -0.073, -0.089], [0.095, 0.029, 0.132], [0.167, -0.265, -0.359], [0.120, -0.206, -0.305], [-0.573, -0.296, -0.677], [1.225, -0.007, 0.259], [-0.356, 0.237, 0.445], [-0.322, -0.311, -0.323], [-0.025, 0.429, -0.041], [0.068, -0.150, 0.316], [-0.052, 0.126, -0.076], [0.568, -0.073, -0.003], [-0.786, 0.218, 0.071], [0.361, -0.356, -0.266], [0.218, 0.090, 0.339], [-0.193, 0.061, -0.146], [-0.064, 0.050, -0.023], [-0.017, -0.043, -0.115], [-0.322, -0.569, -0.062], [1.130, 1.347, 0.704], [-0.930, 0.051, 0.050], [0.264, 0.116, -0.285], [-0.248, -0.236, -0.860], [0.134, -0.110, 0.381], [-0.237, -0.219, 0.062], [-0.073, 0.000, 0.017], [0.041, 0.204, -0.019], [0.045, 0.037, 0.025], [-0.032, -0.286, -0.058], [0.118, 0.158, 0.052], [-0.020, -0.507, 0.091], [0.329, -0.365, 1.227], [0.056, -0.895, -1.122], [-0.133, 1.001, 0.128], [-0.197, -0.480, 0.184], [-0.802, 0.460, -0.117], [0.738, -0.122, 0.017], [-0.307, -0.054, 0.184], [0.126, 0.097, -0.050], [-0.097, 0.432, -0.573], [-0.309, -0.055, -0.317], [0.242, 0.247, 0.473], [0.052, -0.085, -0.019], [0.292, -0.162, -0.002], [-0.347, -0.062, 0.297], [0.469, 0.778, 0.035], [-0.567, 0.075, -0.794], [0.495, 0.152, 0.149], [0.202, -0.687, 0.350], [-0.185, 0.324, -0.161], [-0.439, -0.221, 0.393], [-0.026, 0.147, -0.001], [-0.209, 0.047, -0.201], [0.222, 0.020, 0.113], [-0.212, -0.698, -0.358], [0.235, 0.195, 0.123], [0.063, 0.046, -0.028], [-0.671, -0.911, 0.479], [0.115, 0.796, -0.104], [-0.744, 0.067, 0.649], [0.878, -0.462, -0.321], [-0.979, 0.438, 0.225], [0.344, -0.341, 0.075], [0.302, 0.061, -0.234], [0.046, 0.197, -0.025], [0.064, -0.004, -0.058], [0.440, 0.124, -0.152], [0.084, -0.262, -0.136], [-0.094, 0.176, -0.045], [0.328, 0.113, -0.446], [-0.263, -0.950, -0.843], [0.614, -1.010, 1.269], [-1.242, 0.285, -0.153], [-0.520, -0.633, 0.311], [-0.809, -0.675, -0.271], [1.105, 1.408, 0.232], [-0.247, -0.090, -0.505], [0.071, 0.313, 0.039], [0.097, 0.247, 0.111], [-0.175, 0.101, 0.195], [0.274, 0.361, -0.202], [0.784, 0.073, 0.115], [0.205, 0.373, -0.264], [-0.637, -1.213, 0.835], [1.062, 0.773, 0.428], [-0.360, -0.366, -0.400], [-0.056, 0.035, -0.208], [-0.683, -0.177, 0.597], [0.430, 0.181, -0.341], [-0.300, -0.079, -0.040], [0.068, 0.260, 0.128], [0.164, -0.180, -0.520], [0.284, 0.745, -0.470], [-0.037, -0.186, -0.138], [-0.206, -0.063, 0.439], [0.288, 0.332, -0.293], [0.906, 0.938, -0.366], [-0.095, -0.806, 0.109], [0.440, 0.783, -0.245], [-0.233, -0.359, 0.417], [0.420, 0.239, -0.126], [-0.014, 0.022, 0.042], [-0.400, -0.409, 0.274], [-0.030, -0.518, -0.173], [-0.199, -0.133, -0.198], [-0.289, 0.305, 0.306], [0.201, 0.222, 0.250], [-0.442, -0.187, -0.167], [-0.185, -0.188, -0.055], [0.189, 0.150, 0.549], [-0.149, 0.105, 0.065], [0.148, -0.307, -0.686], [0.627, -0.247, 0.308], [-0.190, 0.570, -0.065], [0.350, -1.360, 0.228], [-0.732, 0.712, 0.150], [-0.561, 1.119, -0.523], [-0.235, 0.217, -0.006], [-0.821, 0.183, 0.018], [0.614, -0.390, 0.195], [-0.092, 0.506, -0.286], [-0.057, -0.533, 0.190], [-0.587, 0.014, -0.150], [0.217, -0.193, 0.260], [0.209, -0.007, 0.056], [-0.066, -0.029, -0.017], [-0.184, 0.099, 0.272], [0.141, -0.243, -0.402], [0.368, -0.258, 0.253], [-0.136, -0.281, -0.259], [0.580, -0.034, -0.102], [0.431, -0.050, 0.156], [0.213, -0.139, -0.069], [0.089, -0.021, 0.080], [0.496, -0.013, 0.017], [-0.130, 0.242, -0.034], [-0.245, 0.146, -0.298], [-0.146, 0.045, 0.087], [0.049, -0.530, 0.276], [0.320, 0.591, -0.177], [-0.417, -0.178, -0.254], [0.117, 0.352, 0.120], [-0.092, -0.456, 0.016], [-1.051, -0.046, -0.443], [0.078, 0.595, 1.303], [0.432, -0.151, -0.372], [0.831, 0.829, -0.214], [-0.550, -0.505, 0.269], [-0.157, -0.512, -0.115], [0.031, -0.316, -0.063], [0.004, 0.019, 0.000], [-0.091, -0.031, 0.135], [-0.081, 0.025, -0.167], [0.154, 0.100, 0.172], [0.153, 0.036, -0.113], [0.146, -0.610, -0.302], [-0.112, 0.122, -0.704], [0.052, -0.070, -0.051], [0.180, -0.108, 0.041], [-0.118, -0.167, 0.196], [0.108, 0.429, 0.332], [0.252, -0.098, 0.004], [-0.028, 0.219, 0.144], [-0.279, 0.200, -0.168], [-0.005, 0.057, 0.060], [-0.009, 0.141, 0.020], [0.007, 0.101, 0.004]]}